C26H37N2O12P2 | the ωB97M-V functional and the def2-TZVPD basis

```
79
Properties=species:S:1:pos:R:3:mulliken_charge:R:1
C 8.49 -1.44 2.26 -0.764
C 7.81 -2.59 1.25 -0.166
O 7.56 -2.07 -0.10 -0.383
P 5.92 -1.47 -0.28 1.001
O 5.78 -1.07 -1.84 -0.763
C 4.62 -2.86 0.13 -0.733
C 3.09 -2.32 -0.31 -0.334
C 2.49 -1.56 1.01 -1.094
C 1.09 -0.74 0.77 1.219
P 1.07 0.79 -0.38 0.158
C 1.60 0.39 -2.17 -0.891
C -0.76 1.43 -0.55 -0.613
C 0.89 -0.02 2.26 -0.832
C -0.30 -0.92 2.94 -0.693
N -1.25 -1.34 1.85 -0.110
O -2.40 -0.70 1.65 0.002
C -2.44 0.62 2.29 0.467
N -2.45 1.86 2.75 -0.499
C -0.32 -1.62 0.66 -0.976
O 5.57 -0.03 0.62 -0.242
C 6.65 0.96 0.54 -0.284
C 6.01 2.42 0.05 -0.970
H 8.95 -0.58 1.62 0.189
H 9.29 -2.04 2.90 0.318
H 7.61 -1.06 2.94 0.190
H 6.85 -2.97 1.81 0.115
H 8.51 -3.55 1.13 0.347
H 4.91 -3.85 -0.45 0.348
H 4.66 -2.99 1.31 0.358
H 3.27 -1.64 -1.24 0.098
H 2.41 -3.24 -0.59 0.335
H 2.27 -2.42 1.81 0.244
H 3.24 -0.82 1.55 0.211
H 0.90 1.01 -2.91 0.345
H 2.73 0.75 -2.28 0.271
H 1.49 -0.76 -2.43 0.310
H -1.03 2.12 0.38 0.142
H -1.51 0.52 -0.67 0.149
H -0.78 2.02 -1.56 0.272
H 1.78 -0.13 3.02 0.347
H 0.72 1.16 2.15 0.380
H 0.29 -1.95 3.15 0.404
H -0.69 -0.68 4.02 0.365
H -1.59 -2.32 2.09 0.498
H -0.82 -1.74 -0.39 0.296
H 0.06 -2.73 0.89 0.502
H 7.54 0.60 -0.15 0.366
H 7.06 1.11 1.65 0.192
H 5.53 2.33 -1.04 0.220
H 6.88 3.20 -0.02 0.341
H 5.14 2.79 0.75 0.256
C -3.77 3.39 -2.05 -0.619
C -4.07 3.49 -0.76 0.039
C -5.38 4.02 -0.31 1.035
O -5.64 4.08 0.89 -0.633
C -6.33 4.47 -1.34 -0.969
C -6.03 4.38 -2.63 0.318
C -4.73 3.82 -3.08 0.837
O -4.48 3.73 -4.28 -0.602
O -6.91 4.81 -3.60 -0.565
O -3.17 3.09 0.22 -0.431
H -2.82 3.00 -2.39 0.395
H -7.28 4.88 -0.99 0.438
H -6.46 4.64 -4.46 0.358
H -3.62 3.25 1.07 0.356
C -6.53 -3.08 -1.06 -0.960
C -7.30 -2.02 -1.28 0.276
C -6.80 -0.63 -1.04 0.873
O -7.52 0.33 -1.27 -0.597
C -5.43 -0.48 -0.52 -0.505
C -4.66 -1.55 -0.30 -0.280
C -5.15 -2.92 -0.57 0.804
O -4.41 -3.88 -0.37 -0.634
O -3.37 -1.41 0.19 -0.064
O -8.59 -2.16 -1.75 -0.547
H -6.88 -4.09 -1.24 0.439
H -5.08 0.53 -0.33 0.601
H -3.02 -2.32 0.26 0.374
H -8.94 -1.24 -1.83 0.356
```

The value obtained for the LUMO energy is -4.155 eV. The calculation puts the HOMO energy at -11.1 eV. The net charge is +1. Its spin multiplicity is 1. The value obtained for the frontier orbital gap is 6.93 eV.

***

C26H37NO12 | the ωB97M-V functional and the def2-TZVPD basis

```
76
Properties=species:S:1:pos:R:3:mulliken_charge:R:1
C -2.00 4.75 3.98 0.052
C -1.19 3.93 3.65 -0.471
C 0.05 3.09 3.39 -0.964
C 1.09 3.20 4.51 0.823
C 1.25 2.07 5.34 -1.072
C 2.23 2.15 6.35 0.058
C 3.01 3.34 6.50 -0.242
C 2.84 4.48 5.72 -0.505
C 1.85 4.41 4.70 1.778
C 1.56 5.59 3.76 -0.675
C 2.54 6.79 3.92 -0.869
C 2.07 7.74 5.09 -0.523
O 3.26 8.26 5.71 -0.551
C 4.00 3.01 7.66 0.024
O 5.09 3.43 7.82 -0.467
N 3.26 2.02 8.45 -0.436
C 2.70 1.14 7.42 0.026
O 2.67 -0.04 7.45 -0.470
H -2.60 5.55 4.41 0.400
H -0.26 2.05 3.18 0.366
H 0.53 3.47 2.46 0.274
H 0.66 1.15 5.24 0.421
H 3.46 5.36 5.90 0.347
H 1.58 5.20 2.72 0.381
H 0.54 5.99 3.96 0.164
H 2.57 7.37 2.99 0.364
H 3.56 6.46 4.19 0.396
H 1.50 7.10 5.80 0.365
H 1.44 8.55 4.68 0.335
H 3.23 8.08 6.66 0.314
H 2.52 2.58 8.86 0.358
C -1.25 -2.68 1.35 -1.016
C -2.10 -1.44 1.19 -0.184
O -1.37 -0.38 0.55 -0.309
C -1.21 -0.50 -0.77 0.767
O -1.63 -1.40 -1.45 -0.590
O -0.48 0.53 -1.20 -0.334
C -0.15 0.47 -2.58 -0.539
H -0.32 -2.45 1.87 0.287
H -1.79 -3.44 1.91 0.374
H -0.98 -3.10 0.38 0.215
H -2.39 -1.06 2.17 0.311
H -3.02 -1.65 0.64 0.291
H -1.04 0.35 -3.20 0.286
H 0.56 -0.34 -2.76 0.202
H 0.33 1.42 -2.84 0.243
C 0.05 -4.33 -4.55 -1.228
C 0.62 -3.37 -3.53 0.122
O 1.63 -3.99 -2.73 -0.332
C 2.82 -4.14 -3.31 0.768
O 3.11 -3.80 -4.43 -0.556
O 3.63 -4.76 -2.45 -0.342
C 4.91 -5.08 -2.99 -0.640
H -0.30 -5.24 -4.06 0.316
H -0.78 -3.88 -5.09 0.302
H 0.81 -4.64 -5.27 0.352
H -0.17 -3.06 -2.85 0.202
H 1.01 -2.47 -4.00 0.217
H 5.39 -4.19 -3.41 0.293
H 4.82 -5.85 -3.75 0.290
H 5.53 -5.45 -2.18 0.228
C -6.60 -4.45 -5.55 -1.125
C -5.31 -3.77 -5.13 -0.177
O -4.21 -4.19 -5.95 -0.333
C -4.15 -3.64 -7.16 0.765
O -4.92 -2.84 -7.62 -0.559
O -3.09 -4.16 -7.80 -0.314
C -2.97 -3.73 -9.15 -0.657
H -6.47 -5.54 -5.57 0.297
H -7.41 -4.20 -4.87 0.360
H -6.89 -4.15 -6.56 0.315
H -5.07 -4.07 -4.11 0.301
H -5.41 -2.69 -5.14 0.311
H -2.97 -2.65 -9.23 0.297
H -3.77 -4.16 -9.75 0.296
H -2.01 -4.10 -9.52 0.225
```

The structure (SMILES) is C#CCc1cc2c(cc1CCCO)C(=O)NC2=O.CCOC(=O)OC.CCOC(=O)OC.CCOC(=O)OC. The value obtained for the LUMO energy is -0.119 eV. The calculation puts the HOMO energy at -9.5 eV. The net charge is 0. Its spin multiplicity is 1. The value obtained for the frontier orbital gap is 9.40 eV.

***

C26H38BrMgN11O2 | the ωB97M-V functional and the def2-TZVPD basis

```
79
Properties=species:S:1:pos:R:3:nbo_charge:R:1
Mg -0.54 0.52 -0.33 1.753
Br -0.53 8.02 -0.65 0.137
C -0.82 6.22 -0.17 -0.086
C 0.24 5.32 -0.22 -0.208
C 0.02 3.99 0.11 -0.251
C -1.25 3.58 0.52 0.148
C -2.30 4.48 0.55 -0.245
C -2.09 5.81 0.21 -0.214
N -1.42 2.20 0.85 -0.557
C -2.17 1.87 1.82 0.150
C -2.38 0.45 2.13 0.096
C -3.11 0.04 3.24 -0.194
C -3.24 -1.32 3.48 -0.129
C -2.64 -2.21 2.60 -0.222
C -1.94 -1.72 1.51 0.073
N -1.81 -0.42 1.28 -0.542
H 1.22 5.66 -0.52 0.244
H 0.83 3.28 0.08 0.230
H -3.30 4.16 0.82 0.226
H -2.91 6.51 0.22 0.250
H -2.66 2.61 2.46 0.204
H -3.56 0.77 3.89 0.243
H -3.80 -1.68 4.33 0.249
H -2.72 -3.28 2.75 0.249
H -1.46 -2.38 0.80 0.222
C 3.02 1.41 -3.26 -0.255
O 1.66 1.75 -3.61 -0.473
C 0.75 1.61 -2.67 0.921
O 0.99 1.22 -1.53 -0.786
N -0.49 1.93 -3.09 -0.464
N -1.53 1.86 -2.16 -0.689
H 3.59 1.56 -4.16 0.224
H 3.06 0.37 -2.94 0.198
H 3.37 2.07 -2.46 0.202
H -0.62 2.35 -4.00 0.417
H -2.30 1.34 -2.57 0.386
H -1.85 2.79 -1.93 0.388
C 2.89 -2.57 4.38 -0.613
C 2.99 -1.11 4.81 -0.231
C 1.66 -0.59 5.35 -0.617
C 3.55 -0.22 3.71 -0.214
N 2.67 -0.18 2.52 -0.157
C 1.61 0.59 2.26 0.194
N 1.12 0.22 1.10 -0.442
N 1.90 -0.79 0.67 -0.098
N 2.84 -1.03 1.51 -0.005
H 2.59 -3.19 5.22 0.233
H 3.85 -2.94 4.00 0.226
H 2.15 -2.70 3.59 0.198
H 3.73 -1.04 5.61 0.233
H 0.86 -0.69 4.60 0.187
H 1.72 0.45 5.66 0.214
H 1.35 -1.18 6.22 0.241
H 4.51 -0.57 3.35 0.247
H 3.66 0.81 4.05 0.227
H 1.25 1.37 2.91 0.244
C 1.35 -3.99 -3.26 -0.423
C 2.02 -2.69 -2.89 -0.215
N 1.08 -1.87 -2.13 -0.619
C -0.26 -1.89 -2.32 0.650
N -1.02 -1.11 -1.56 -0.838
C -2.46 -1.30 -1.74 -0.237
C -2.82 -1.38 -3.21 -0.413
C -2.12 -2.60 -3.78 -0.205
N -0.74 -2.70 -3.29 -0.421
C 0.08 -3.67 -4.01 -0.204
H 1.12 -4.56 -2.36 0.216
H 2.00 -4.60 -3.89 0.244
H 2.35 -2.16 -3.79 0.192
H 2.90 -2.85 -2.26 0.226
H 1.40 -1.47 -1.26 0.433
H -2.99 -0.47 -1.25 0.188
H -2.81 -2.21 -1.23 0.194
H -2.47 -0.49 -3.74 0.187
H -3.89 -1.47 -3.36 0.240
H -2.08 -2.56 -4.87 0.217
H -2.66 -3.51 -3.50 0.205
H 0.31 -3.28 -5.01 0.200
H -0.53 -4.57 -4.15 0.221
```

The value obtained for the LUMO energy is -5.946 eV. The calculation puts the HOMO energy at -13.5 eV. The net charge is +2. Its spin multiplicity is 1. The value obtained for the frontier orbital gap is 7.56 eV.

***

C26H38BrNOP2Ti | the ωB97M-V functional and the def2-TZVPD basis

```
70
Properties=species:S:1:pos:R:3:lowdin_spin:R:1
C -1.90 -0.09 -6.49 -0.003
C -2.02 1.23 -6.04 0.011
C -2.61 2.20 -6.87 -0.002
C -3.00 1.80 -8.16 0.002
N -2.83 0.56 -8.59 -0.003
C -2.29 -0.37 -7.81 0.001
C -1.41 1.55 -4.76 0.005
C -0.23 1.36 -4.16 0.188
C 1.06 0.87 -3.85 0.073
C 1.20 -0.42 -3.28 0.090
C 2.25 -0.65 -2.41 -0.005
C 3.16 0.40 -2.14 0.152
C 3.21 1.52 -2.98 -0.003
C 2.14 1.77 -3.83 0.098
Ti -1.46 2.17 -2.89 0.554
P -3.46 0.63 -0.14 0.063
H -2.75 3.23 -6.54 0.000
H -1.49 -0.86 -5.85 0.000
H -3.46 2.53 -8.84 0.000
H -2.16 -1.38 -8.21 0.000
H 2.08 2.68 -4.42 0.003
H 0.42 -1.16 -3.43 0.003
H 4.03 2.23 -2.91 -0.003
H 2.33 -1.60 -1.90 -0.002
C -2.81 1.03 1.49 0.012
C -3.84 1.62 2.46 0.001
H -1.97 1.73 1.35 0.000
H -2.39 0.10 1.90 0.001
H -3.37 1.74 3.44 0.000
H -4.19 2.60 2.13 0.000
H -4.71 0.96 2.57 0.000
C -5.01 1.46 -0.49 0.000
C -5.66 1.05 -1.82 0.004
H -4.76 2.54 -0.49 0.001
H -5.69 1.28 0.35 0.000
H -6.21 1.91 -2.22 0.000
H -4.94 0.73 -2.58 0.003
H -6.38 0.23 -1.66 0.000
C -3.65 -1.15 -0.24 0.019
C -4.74 -1.68 0.69 0.004
H -2.67 -1.57 0.00 0.000
H -3.86 -1.39 -1.29 0.002
H -4.85 -2.76 0.54 0.001
H -4.49 -1.51 1.74 0.000
H -5.71 -1.21 0.49 0.000
Br 4.36 0.23 -0.75 0.080
P -0.95 4.23 -1.72 -0.002
C -2.33 4.36 -0.49 0.014
C -2.21 5.48 0.55 0.003
H -2.42 3.38 0.01 0.008
H -3.26 4.49 -1.07 0.000
H -3.04 5.39 1.27 0.000
H -1.28 5.41 1.12 0.000
H -2.27 6.46 0.08 0.000
C 0.59 3.67 -0.92 0.003
C 1.44 4.85 -0.43 0.001
H 1.18 3.06 -1.63 0.002
H 0.34 3.01 -0.08 0.000
H 2.24 4.47 0.22 0.000
H 1.89 5.38 -1.27 0.000
H 0.84 5.56 0.14 0.000
C -0.86 4.37 -3.57 0.002
C -0.90 5.72 -4.31 0.000
H -1.75 3.78 -3.97 -0.001
H 0.06 3.84 -3.89 0.002
H -0.76 5.52 -5.39 0.000
H -1.87 6.21 -4.19 0.000
H -0.10 6.38 -3.98 0.000
O -0.97 0.82 -1.50 0.263
C -2.25 1.11 -1.36 0.353
```

The value obtained for the LUMO energy (spin up / spin down) is -6.329 / -8.260 eV. The calculation puts the HOMO energy (spin up / spin down) at -12.9 / -13.9 eV. The net charge is +2. As for the energy above the lowest of the compared OMol25 structures with the same formula, charge and spin: 0.0 kJ/mol. Its spin multiplicity is 3. The value obtained for the frontier orbital gap (spin up / spin down) is 6.60 / 5.61 eV.

***

Q: What is the formula in the fourth record?
A: C26H38BrNOP2Ti